Record 1
The ion C20H39BrF3IN3O3P2S with charge +1 in a non-equilibrium geometry, computed with the ωB97M-V functional and the def2-TZVPD basis.

Geometry as XYZ:
```
73
Properties=species:S:1:pos:R:3
C 6.83796 0.54073 -0.99787
C 5.92559 1.41637 -1.85928
C 4.68656 1.98859 -1.14574
C 4.12888 1.12018 -0.01694
C 2.77403 1.63127 0.49268
C 1.66073 1.42308 -0.56874
C 0.45347 0.46877 -0.42853
P 1.26165 -1.21311 -0.10647
N 1.84841 -1.99568 -1.30755
C -0.37609 0.42993 -1.73318
S 0.52435 0.57633 -3.29798
O -1.07768 -0.78551 -1.78277
C -2.16303 -0.97037 -0.85258
C -3.38238 -1.06386 -1.82472
Br -3.62795 0.55929 -2.92438
C -4.73928 -1.74207 -1.49264
C -5.30003 -1.87034 -0.07327
P -2.03997 -2.77192 -0.26921
C -1.07814 -3.75361 -1.46515
C -1.81970 -3.30256 1.45356
C -2.10831 0.12103 0.35777
O -2.36282 -0.55185 1.53153
C -3.25894 1.23655 0.33066
F -3.09642 2.24248 -0.52432
F -3.38266 1.78384 1.55328
F -4.40883 0.61099 0.07046
N -0.63823 0.85435 0.65644
C -0.83465 2.36480 0.65392
C 0.27553 3.26738 1.18333
O 0.83018 3.12228 2.19886
I 0.48466 5.04611 0.03002
N -0.10579 0.35857 1.92790
C -0.77549 0.79796 3.17930
C -0.90930 -0.35948 4.16568
H 7.04795 0.99489 -0.02460
H 7.79815 0.39398 -1.49756
H 6.41056 -0.45136 -0.82864
H 5.59414 0.84178 -2.73085
H 6.51639 2.24778 -2.25493
H 3.89798 2.11870 -1.89900
H 4.90207 2.99195 -0.75823
H 4.82628 1.09662 0.82596
H 4.03140 0.08315 -0.36837
H 2.87827 2.70192 0.68838
H 2.57079 1.18257 1.46664
H 1.31850 2.37683 -0.98563
H 2.16757 0.94646 -1.41409
H 0.41025 -1.90312 0.75075
H 2.22566 -0.78060 0.81597
H 1.70660 -1.65574 -2.24763
H -1.09360 1.26076 -1.72415
H -0.05104 1.73722 -3.62540
H -2.91161 -1.68696 -2.58486
H -4.67014 -2.74198 -1.92322
H -5.49848 -1.23199 -2.09103
H -5.98931 -2.71769 -0.05439
H -4.53639 -2.10331 0.67532
H -5.87191 -0.99859 0.24426
H -0.86383 -3.14346 -2.34190
H -0.11901 -4.07234 -1.05157
H -1.67544 -4.61668 -1.75612
H -1.58943 -4.37010 1.36430
H -1.01035 -2.82898 2.01749
H -2.74682 -3.22374 2.02223
H -3.25263 -0.94058 1.46909
H -1.12348 2.69529 -0.33798
H -1.65764 2.59292 1.33306
H 0.83797 0.73260 1.90611
H -0.17440 1.60236 3.60404
H -1.75205 1.22217 2.96360
H -0.97705 -1.30554 3.62841
H -1.80853 -0.24611 4.77292
H -0.04750 -0.41740 4.83266
```

- total charge = +1
- HOMO-LUMO gap (eV) = 7.37
- max |F| (eV Å⁻¹) = 2.4
- total energy (Eh) = -5427.18923
- SMILES string = CCCCCC[C@]1([PH2]=N)[C@@H](S)O[C@@]([C@H](Br)CC)(P(C)C)[C@](O)(C(F)(F)F)[N@@+]1(CC(=O)I)NCC
- LUMO energy (eV) = -3.0

In the Mulliken picture, each atom carries the following charge in e: number 1, C, carries -1.20; number 2, C, carries -0.58; number 3, C, carries -0.45; number 4, C, carries -1.07; number 5, C, carries -0.99; number 6, C, carries -1.10; number 7, C, carries -0.04; number 8, P, carries 0.49; number 9, N, carries -0.86; number 10, C, carries -0.19; number 11, S, carries -0.16; number 12, O, carries 0.03; number 13, C, carries 0.36; number 14, C, carries -0.92; number 15, Br, carries -0.08; number 16, C, carries -0.72; number 17, C, carries -0.94; number 18, P, carries 0.37; number 19, C, carries -1.22; number 20, C, carries -1.11; number 21, C, carries 0.54; number 22, O, carries -0.66; number 23, C, carries -0.42; number 24, F, carries -0.23; number 25, F, carries -0.25; number 26, F, carries -0.03; number 27, N, carries 1.49; number 28, C, carries -1.31; number 29, C, carries -0.49; number 30, O, carries -0.39; number 31, I, carries 0.13; number 32, N, carries -0.24; number 33, C, carries -0.20; number 34, C, carries -1.30; number 35, H, carries 0.29; number 36, H, carries 0.40; number 37, H, carries 0.29; number 38, H, carries 0.29; number 39, H, carries 0.38; number 40, H, carries 0.18; number 41, H, carries 0.34; number 42, H, carries 0.67; number 43, H, carries 0.21; number 44, H, carries 0.45; number 45, H, carries 0.53; number 46, H, carries 0.37; number 47, H, carries 1.07; number 48, H, carries -0.15; number 49, H, carries 0.16; number 50, H, carries 0.30; number 51, H, carries -0.02; number 52, H, carries 0.24; number 53, H, carries 1.00; number 54, H, carries 0.38; number 55, H, carries 0.47; number 56, H, carries 0.43; number 57, H, carries 0.10; number 58, H, carries 0.32; number 59, H, carries 0.28; number 60, H, carries 0.43; number 61, H, carries 0.46; number 62, H, carries 0.49; number 63, H, carries 0.22; number 64, H, carries 0.30; number 65, H, carries 0.46; number 66, H, carries 1.05; number 67, H, carries 0.87; number 68, H, carries -0.23; number 69, H, carries 0.54; number 70, H, carries 0.23; number 71, H, carries 0.18; number 72, H, carries 0.38; number 73, H, carries 0.38

=====

Record 2
A cluster of 3 separate species, C20H39F3O8 in total, computed with the ωB97M-V functional and the def2-TZVPD basis.

Geometry as XYZ:
```
70
Properties=species:S:1:pos:R:3
C 2.09042 -6.50327 2.99401
C 1.58564 -5.27164 2.91739
C 1.22982 -4.66916 1.57408
C 0.31845 -3.47196 1.71159
O 0.73176 -2.34651 1.82732
O -1.02009 -3.74876 1.66010
C -1.50608 -4.27686 2.91343
C -2.99271 -4.01455 3.00603
C -3.94081 -5.03449 2.32969
C -3.31880 -6.28500 1.77951
F -4.30254 -7.04850 1.21299
F -2.40701 -6.06177 0.81543
F -2.75603 -7.05346 2.74087
H 2.48757 -6.88088 3.91969
H 2.10989 -7.12088 2.11229
H 1.45231 -4.67265 3.80333
H 0.75718 -5.41475 0.94448
H 2.15619 -4.32637 1.12842
H -1.02335 -3.70858 3.70737
H -1.22100 -5.31501 3.05213
H -3.25596 -3.90813 4.05079
H -3.15763 -3.05114 2.54052
H -4.65381 -5.37808 3.07004
H -4.52776 -4.58085 1.54417
C 4.69903 2.59924 -3.30511
O 3.87430 1.49805 -2.99559
C 4.53858 0.24622 -3.03746
C 4.08973 -0.67386 -1.92136
O 4.51497 -0.30414 -0.61996
C 3.93812 0.84038 -0.00933
C 2.49520 0.68454 0.41762
O 1.62404 0.63090 -0.69996
C 0.58162 -0.31469 -0.55803
H 4.85761 2.68287 -4.38594
H 4.19376 3.49867 -2.95472
H 5.66698 2.53017 -2.79775
H 5.62412 0.38012 -2.97407
H 4.30348 -0.23506 -3.99591
H 4.56189 -1.64310 -2.10200
H 3.01112 -0.83461 -1.95703
H 4.07217 1.72945 -0.62745
H 4.52577 0.99760 0.89866
H 2.22090 1.55438 1.03038
H 2.39382 -0.21491 1.03297
H 0.96209 -1.26372 -0.19140
H 0.14833 -0.47628 -1.54599
H -0.19738 0.05660 0.11601
C 0.47410 3.46799 -1.85625
O -0.46428 4.50724 -1.65160
C -1.21264 4.84630 -2.80272
C -2.66041 5.13642 -2.46841
O -3.43031 4.00662 -2.08715
C -3.18705 3.39715 -0.82932
C -3.64306 4.19436 0.37395
O -2.83242 5.33548 0.59487
C -3.55139 6.48426 0.98307
H 1.36834 3.84262 -2.36629
H 0.76234 3.08112 -0.88203
H 0.04201 2.64402 -2.43181
H -1.17331 4.04045 -3.54417
H -0.77365 5.74947 -3.24822
H -3.13285 5.49660 -3.38581
H -2.74062 5.93956 -1.73424
H -2.14457 3.09193 -0.72858
H -3.78318 2.48092 -0.84640
H -3.57680 3.54929 1.26019
H -4.69099 4.48288 0.23550
H -4.43064 6.63739 0.34791
H -2.89069 7.34188 0.86383
H -3.86383 6.42050 2.03138
```

- HOMO-LUMO gap (eV) = 9.56
- max |F| (eV Å⁻¹) = 1.0
- total energy (Eh) = -1686.82087
- SMILES string = C=CCC(=O)OCCCC(F)(F)F.COCCOCCOC.COCCOCCOC
- LUMO energy (eV) = 0.7

In the Mulliken picture, each atom carries the following charge in e: number 1, C, carries -0.84; number 2, C, carries -0.15; number 3, C, carries -0.66; number 4, C, carries 0.58; number 5, O, carries -0.59; number 6, O, carries -0.31; number 7, C, carries -0.64; number 8, C, carries -0.82; number 9, C, carries -0.76; number 10, C, carries 0.82; number 11, F, carries -0.30; number 12, F, carries -0.24; number 13, F, carries -0.27; number 14, H, carries 0.28; number 15, H, carries 0.27; number 16, H, carries 0.37; number 17, H, carries 0.44; number 18, H, carries 0.36; number 19, H, carries 0.61; number 20, H, carries 0.46; number 21, H, carries 0.45; number 22, H, carries 0.26; number 23, H, carries 0.30; number 24, H, carries 0.37; number 25, C, carries -0.84; number 26, O, carries -0.20; number 27, C, carries -0.60; number 28, C, carries -0.24; number 29, O, carries -0.48; number 30, C, carries -0.48; number 31, C, carries -0.30; number 32, O, carries -0.10; number 33, C, carries -0.86; number 34, H, carries 0.32; number 35, H, carries 0.23; number 36, H, carries 0.39; number 37, H, carries 0.39; number 38, H, carries 0.35; number 39, H, carries 0.40; number 40, H, carries 0.04; number 41, H, carries 0.13; number 42, H, carries 0.43; number 43, H, carries 0.40; number 44, H, carries 0.15; number 45, H, carries 0.27; number 46, H, carries 0.33; number 47, H, carries 0.30; number 48, C, carries -0.66; number 49, O, carries -0.34; number 50, C, carries -0.52; number 51, C, carries -0.32; number 52, O, carries -0.46; number 53, C, carries -0.09; number 54, C, carries -0.58; number 55, O, carries -0.28; number 56, C, carries -0.80; number 57, H, carries 0.34; number 58, H, carries 0.16; number 59, H, carries 0.31; number 60, H, carries 0.32; number 61, H, carries 0.35; number 62, H, carries 0.41; number 63, H, carries 0.12; number 64, H, carries -0.04; number 65, H, carries 0.41; number 66, H, carries 0.37; number 67, H, carries 0.35; number 68, H, carries 0.36; number 69, H, carries 0.23; number 70, H, carries 0.32

=====

Record 3
A cluster of 7 separate species, C20H39F9IN8O13S in total in a non-equilibrium geometry, computed with the ωB97M-V functional and the def2-TZVPD basis.

Geometry as XYZ:
```
91
Properties=species:S:1:pos:R:3
C 3.74000 2.88686 -1.55859
C 2.31262 2.56775 -1.10339
C 1.59622 3.86793 -0.63396
C 0.29398 4.14824 -1.37370
O -0.87326 3.88658 -0.55125
C -1.02659 2.57631 -0.34807
N -0.38993 1.91244 0.71839
C -0.68932 0.63355 0.64672
C -0.11351 -0.32177 1.64274
C -0.09004 -1.77818 1.18716
C 0.85536 -2.02050 -0.02933
F 1.71942 -0.99525 -0.09633
F 0.08606 -2.04344 -1.11878
C 1.58580 -3.35536 0.15455
F 2.16838 -3.43260 1.34344
F 0.64056 -4.30148 0.14459
S 2.87430 -3.81433 -1.14732
F 1.88038 -4.76746 -1.87739
F 3.33991 -5.00239 -0.22147
F 3.90651 -2.86007 -0.41944
F 2.45435 -2.61399 -2.07402
F 3.97958 -4.20724 -2.17454
N -1.48758 0.44633 -0.37921
C -1.70379 1.67191 -1.01050
C -2.52013 1.88855 -2.23285
C -3.52988 0.74655 -2.42455
C -4.84284 1.03417 -1.65796
I -3.97311 0.47445 -4.50577
H 3.70324 3.47302 -2.47168
H 4.24771 3.43451 -0.76961
H 4.31171 1.98347 -1.74101
H 2.40779 1.84974 -0.29042
H 1.77264 2.06679 -1.90643
H 2.32341 4.67068 -0.71179
H 1.39872 3.73549 0.42643
H 0.24911 3.53584 -2.27313
H 0.26278 5.18634 -1.68589
H 0.21409 2.26894 1.44418
H -0.77129 -0.29960 2.51425
H 0.84866 0.03464 1.99515
H -1.09864 -2.01910 0.86030
H 0.11460 -2.43885 2.02134
H -1.85523 -0.45455 -0.65492
H -3.02449 2.84924 -2.23227
H -1.84933 1.86921 -3.09245
H -3.08808 -0.18865 -2.10576
H -4.71670 0.66301 -0.64303
H -5.66839 0.53457 -2.14405
H -5.00457 2.10389 -1.66756
C -1.55973 -3.31891 -3.91635
N -1.70335 -2.22110 -2.92558
O -2.53986 -2.33887 -2.04857
O -0.97611 -1.25800 -3.04107
H -2.27243 -4.09705 -3.68184
H -1.75554 -2.89400 -4.89703
H -0.54116 -3.68907 -3.84629
C 1.93213 -4.32985 4.60206
N 0.90029 -4.30341 5.67465
O 1.26354 -4.04917 6.80022
O -0.24100 -4.53531 5.33240
H 2.89708 -4.10197 5.03955
H 1.92728 -5.32393 4.16529
H 1.65032 -3.58214 3.86789
C -3.50122 6.56599 -1.99505
N -4.60016 5.61542 -1.67053
O -4.48338 4.46138 -2.04840
O -5.53793 6.05255 -1.05307
H -2.73652 6.03292 -2.54778
H -3.92942 7.36604 -2.59112
H -3.11356 6.94632 -1.05480
C 4.29870 4.35879 2.35374
N 3.20048 3.37064 2.52892
O 3.35724 2.25119 2.08240
O 2.20352 3.74639 3.10908
H 5.11153 3.87843 1.82187
H 3.89597 5.19383 1.78764
H 4.61046 4.67574 3.34485
C 2.25623 1.10916 5.70015
N 2.12790 1.97388 6.90442
O 1.29971 1.66771 7.73154
O 2.87067 2.93094 6.96226
H 1.53979 0.29874 5.77582
H 2.05370 1.73172 4.83227
H 3.27340 0.72923 5.67815
C -3.07709 -8.16029 -3.01264
N -2.63412 -6.82106 -3.48784
O -3.48153 -6.06258 -3.91273
O -1.44693 -6.57795 -3.41809
H -4.15099 -8.23073 -3.13636
H -2.56317 -8.90432 -3.61356
H -2.79589 -8.24344 -1.96729
```

- total charge = +1
- HOMO-LUMO gap (eV) = 8.83
- max |F| (eV Å⁻¹) = 2.8
- total energy (Eh) = -3795.48400
- LUMO energy (eV) = -2.7

In the Mulliken picture, each atom carries the following charge in e: number 1, C, carries -1.62; number 2, C, carries 0.41; number 3, C, carries -0.33; number 4, C, carries -0.92; number 5, O, carries -0.60; number 6, C, carries 0.19; number 7, N, carries 0.16; number 8, C, carries 0.49; number 9, C, carries -0.53; number 10, C, carries -1.70; number 11, C, carries 1.24; number 12, F, carries -0.37; number 13, F, carries -0.05; number 14, C, carries 0.36; number 15, F, carries -0.30; number 16, F, carries -0.28; number 17, S, carries 1.47; number 18, F, carries -0.30; number 19, F, carries -0.31; number 20, F, carries -0.30; number 21, F, carries -0.29; number 22, F, carries -0.29; number 23, N, carries 0.31; number 24, C, carries -0.03; number 25, C, carries -0.38; number 26, C, carries -0.09; number 27, C, carries -1.12; number 28, I, carries 0.08; number 29, H, carries 0.42; number 30, H, carries 0.30; number 31, H, carries 0.39; number 32, H, carries -0.25; number 33, H, carries 0.44; number 34, H, carries 0.67; number 35, H, carries -0.04; number 36, H, carries 0.35; number 37, H, carries 0.43; number 38, H, carries 0.09; number 39, H, carries 0.58; number 40, H, carries 0.28; number 41, H, carries 0.33; number 42, H, carries 0.48; number 43, H, carries 0.14; number 44, H, carries 0.12; number 45, H, carries 0.51; number 46, H, carries -0.25; number 47, H, carries 0.29; number 48, H, carries 0.50; number 49, H, carries 0.25; number 50, C, carries -0.79; number 51, N, carries 1.04; number 52, O, carries -0.59; number 53, O, carries -0.41; number 54, H, carries 0.22; number 55, H, carries 0.32; number 56, H, carries 0.32; number 57, C, carries -0.46; number 58, N, carries 0.89; number 59, O, carries -0.52; number 60, O, carries -0.53; number 61, H, carries 0.34; number 62, H, carries 0.31; number 63, H, carries 0.01; number 64, C, carries -0.72; number 65, N, carries 0.85; number 66, O, carries -0.56; number 67, O, carries -0.51; number 68, H, carries 0.25; number 69, H, carries 0.31; number 70, H, carries 0.29; number 71, C, carries -0.85; number 72, N, carries 0.96; number 73, O, carries -0.49; number 74, O, carries -0.55; number 75, H, carries 0.33; number 76, H, carries 0.31; number 77, H, carries 0.32; number 78, C, carries -0.52; number 79, N, carries 0.92; number 80, O, carries -0.53; number 81, O, carries -0.54; number 82, H, carries 0.32; number 83, H, carries 0.04; number 84, H, carries 0.30; number 85, C, carries -0.74; number 86, N, carries 0.88; number 87, O, carries -0.54; number 88, O, carries -0.48; number 89, H, carries 0.31; number 90, H, carries 0.29; number 91, H, carries 0.29

=====

> Number 1 is which compound?

C20H39BrF3IN3O3P2S